# 1
120
Properties=species:S:1:pos:R:3:lowdin_charge:R:1 method="wB97M-V/def2-TZVPD" homo_energy_ev=-8.81 orbital_gap_ha=0.3143 de_lowest_kj_mol=840.0 total_energy_ev=-91953.847 lumo_ev=-0.25
H -5.1085 -1.7235 -1.8079 0.1162
H 2.3809 1.2632 3.2923 0.0866
C -4.4507 1.6696 -0.4249 -0.6359
H -0.1628 1.8683 -5.2556 0.1279
H -2.1187 3.7750 0.2656 0.1014
H 5.8734 -0.7721 -1.2534 0.1328
N -2.3501 2.0861 3.4648 0.1739
H -2.1901 1.3622 2.7789 0.0958
H 1.1878 3.1344 0.7176 0.0674
H -0.6189 -1.0227 6.2182 0.1207
N -3.0773 2.8954 5.2425 0.1507
N -1.0253 1.9372 -4.7346 0.1763
H -4.5148 -0.1233 0.5237 0.1048
O 2.2238 -1.6598 -3.8440 0.0617
N 4.6300 1.8210 1.4564 0.2154
H 0.2420 -3.1406 0.0339 0.0773
H 3.4790 -2.6669 3.9452 0.1120
N 0.8476 4.0497 0.9758 0.1806
C -0.1143 -0.4864 4.3323 -0.7587
H -1.8885 -2.4439 -2.1705 0.0406
H -2.9437 0.3663 -0.1295 0.0753
H -4.7162 -2.6533 3.9578 0.1209
N 3.3056 1.5349 2.9903 0.1753
H 2.2491 -1.0138 3.0835 0.0893
C -0.3176 4.4743 0.9084 -0.8905
N -4.1017 -1.7843 -1.8601 0.1786
H 0.3544 -1.3401 -4.3578 0.0571
H -3.5826 -1.3119 4.1640 0.0802
H -2.6900 2.3286 -2.2088 0.0467
H -1.8904 2.9835 3.4054 0.1117
O -0.8661 -0.7987 -1.4761 0.0339
H -0.2894 -1.7837 2.9455 0.0859
N -0.4271 -3.4051 0.7428 0.2018
C -3.7575 -2.9939 -2.1953 -0.7916
O -3.8692 2.6850 -0.9592 -0.0469
N 0.8697 -5.0614 1.2864 0.2055
C -2.9164 1.7455 4.6009 -0.7533
C 3.0681 -2.5595 2.0070 -0.7592
H -0.3372 0.6836 5.8889 0.1249
H -3.3084 -3.9314 1.2181 0.1156
H 2.2196 -1.1240 1.2310 0.1079
O -1.0099 -4.8959 2.3012 0.0103
N 2.1034 4.4952 -1.6710 0.1609
H 1.6027 3.8455 -2.2603 0.0683
H 4.7682 6.0860 -1.8371 0.1305
H 0.9808 -5.8936 1.8478 0.1425
H -0.7414 2.7086 0.2501 0.0833
H -2.7185 3.7650 4.8750 0.1086
N -3.9208 -2.1125 3.6496 0.2093
N -2.3975 2.1773 -3.1636 0.1831
N -5.7532 1.5724 -0.4525 0.1677
C -1.1846 2.4508 -3.5731 -0.7782
O -4.5863 -3.7982 -2.5957 0.0210
C 4.9447 0.8624 -1.6812 -0.8610
H -6.2169 0.7236 -0.1616 0.1142
N 0.8021 -1.6260 -6.4297 0.1664
N -0.2173 -1.7102 3.9502 0.2089
H 5.3012 1.5812 2.1720 0.1287
H -4.6429 -3.9388 2.3272 0.1193
H -1.7673 1.3428 -5.0757 0.1106
H -3.3406 3.0015 6.2118 0.1118
H -0.5490 -2.4048 4.6041 0.1304
O 0.1530 0.4802 3.5736 -0.0349
H 3.2776 6.3096 -0.9840 0.1176
H 1.2460 0.8091 -0.2908 0.0574
H -1.4114 -1.5899 -4.2826 0.1052
H 1.5851 4.6357 1.3404 0.1298
N -0.5338 -1.5665 -4.7820 0.1747
H 0.3312 -2.6727 -2.5788 0.0950
H 4.1516 -0.9150 -1.8208 0.0658
O 2.4816 1.6492 0.9238 0.0030
C 3.3971 1.5990 1.7273 -0.7831
H 2.9846 0.6827 -1.8172 0.0896
H 4.0807 -4.0058 2.9263 0.1246
O -0.2853 2.9157 -2.9160 0.0185
N 2.3745 -1.4416 2.1772 0.2036
H 0.0050 0.4978 1.1662 0.0757
H 1.4090 -3.5982 -1.6200 0.1086
H 1.4492 5.2263 -1.4309 0.1062
H 1.4807 -1.2546 -5.7803 0.0856
H 4.8902 1.8817 0.4824 0.0901
C -0.3570 -0.0366 -0.7208 -0.7864
H -1.1370 -0.7968 1.0455 0.0434
O -3.2696 0.6447 4.9267 0.0350
H 1.6185 -4.6777 0.7277 0.0935
N 3.3588 -2.7917 -2.3735 0.1675
H -6.2233 2.4647 -0.5062 0.1264
H 4.2333 -2.4068 -2.7011 0.1095
N 1.2849 -2.9269 -2.3643 0.2207
C 3.3488 4.7334 -2.1456 -0.8083
N 3.7617 1.3261 -1.8641 0.2153
N -2.4839 -3.2584 -2.1249 0.1723
C -0.4294 -1.7184 -6.0697 -0.7736
H 0.5388 1.2168 -1.9608 0.1023
H -2.1454 -4.1671 -1.8422 0.1163
N 3.5568 -3.1533 3.0634 0.1833
N 4.9935 -0.4073 -1.5893 0.1794
O 3.1981 -3.0753 0.9100 -0.0118
O -1.3595 -1.9243 -6.8891 -0.0237
H -3.1057 1.9894 -3.8588 0.1180
H -1.1434 -2.7812 1.0859 0.0507
C 2.2585 -2.4699 -2.9759 -0.8234
N -3.8888 -3.4369 1.8804 0.1998
N -0.5265 -0.1359 0.5865 0.2023
N -3.9139 0.5552 0.0780 0.1788
N 3.8079 5.8124 -1.6851 0.1799
O 5.9235 1.4647 -1.3939 0.0474
H 3.4573 -3.5900 -1.7627 0.1133
O -2.7702 -1.5703 1.8440 -0.0318
C -3.4810 -2.3632 2.4611 -0.7607
H -3.4814 -1.1078 -1.4385 0.0640
C -0.2148 -4.5085 1.4545 -0.8202
H 3.9045 2.0008 3.6570 0.1331
N 0.6065 0.7455 -1.0700 0.2096
N -1.1238 3.6357 0.3697 0.2031
N -0.3271 -0.2829 5.5956 0.1856
H 3.6043 2.3000 -1.6477 0.0841
O -0.6557 5.5342 1.3588 0.0249
H 0.8603 -1.6012 -7.4377 0.1252
O 3.9001 4.0261 -2.9242 0.0694

# 2
90
Properties=species:S:1:pos:R:3:lowdin_charge:R:1 method="wB97M-V/def2-TZVPD" homo_energy_ev=-9.21 orbital_gap_ha=0.3383 de_lowest_kj_mol=636.7 total_energy_ev=-47234.724 lumo_ev=0.00
O -3.4681 -0.3140 -4.5209 -0.1360
H -2.5652 1.6582 3.1429 0.0693
H -1.9912 1.1038 -4.5097 0.0817
C 0.4439 0.4460 3.9214 -0.1314
H -0.0918 -4.4600 1.7944 0.0784
O 0.2167 -3.0353 0.3008 -0.1695
O -1.7865 3.3798 0.7781 -0.1605
H 1.9806 -2.6498 -3.1748 0.0733
C -3.2274 3.5401 -2.1927 -0.1849
H -0.0007 -0.5120 3.6481 0.0538
O 0.9495 -0.2674 0.5476 -0.1580
C 3.7661 -1.8890 -1.0498 -0.1820
H -0.7460 0.7571 1.0996 0.0722
H -3.4305 4.5877 -1.8990 0.0785
H -3.3705 -2.1438 2.2967 0.0627
H 3.4674 -1.1487 3.2497 0.0803
C 3.2362 -1.9582 2.5740 -0.1450
H 1.0563 3.4370 1.1724 0.0623
H 4.5856 -1.4863 -0.4480 0.0778
H 2.4954 0.5710 -4.4242 0.0816
O 3.1520 0.3955 -3.7475 -0.1174
C 0.9088 -2.4808 -3.0687 -0.0867
H 3.0024 0.1065 -1.6997 0.0287
H -3.8567 2.9601 -1.4962 0.0736
H 4.1074 -3.7233 2.2799 0.0615
O 4.3585 2.1257 0.1378 -0.1276
H -4.5726 1.1272 1.2035 0.0895
H 5.1028 1.1542 1.8289 0.0955
C 4.2669 1.1069 1.1202 -0.1136
H 0.7781 0.4292 4.9580 0.0766
H 0.9050 -5.0009 0.4395 0.0922
H -3.4213 -3.4422 -1.7084 0.0771
H 2.3471 -2.4873 2.9500 0.0750
H 5.1769 2.0029 -0.3497 0.0951
H -3.5352 -1.7784 -1.1758 0.0769
O 4.3789 -2.8320 2.5046 -0.1178
O 4.1242 -2.0093 -2.4092 -0.1130
H -3.3559 4.5975 1.3747 0.0847
O -3.8343 1.6461 1.5326 -0.1383
O 1.5700 0.7709 3.0879 -0.1559
C -4.1157 -2.6115 -1.5859 -0.1212
H 3.5122 -2.8817 -0.6856 0.0878
H -4.3032 1.3051 3.5466 0.0854
H -0.3169 1.2410 3.8581 0.0642
H 0.6619 -1.1980 0.5683 0.0446
H -2.7145 -2.7665 3.8061 0.0825
H -2.4660 2.7020 0.9391 0.0377
C -2.5187 -2.6856 2.7353 -0.1471
H 1.5463 0.7727 -2.4246 0.0823
H 1.0257 5.2437 1.0850 0.0741
H -2.5024 -3.6983 2.3164 0.0775
H -1.9682 5.4072 0.5801 0.0843
H -0.8753 -2.3513 1.7222 0.0275
H 3.2824 3.6148 0.4971 0.0279
H 4.3028 0.1130 0.6611 0.0480
H -5.5257 -2.5895 -2.9704 0.0920
H -1.8300 4.8411 2.2312 0.0834
C 1.4613 4.3305 0.6903 -0.1701
H -2.8913 0.9267 -2.9908 0.0598
H -3.5473 3.4137 -3.2188 0.0742
H 3.3432 1.2413 1.6653 0.0637
O -4.6595 -2.1985 -2.8414 -0.1273
C 0.6760 -4.1491 1.0804 -0.0962
H 0.7308 -1.5304 -2.5779 0.0670
H -1.6114 3.3463 -1.1006 0.0369
H -0.7952 0.1129 -0.5644 0.0846
C -3.4820 1.1594 2.8470 -0.0929
H 3.0277 1.7809 -2.2322 0.0831
C -0.1549 0.5664 0.1945 -0.1046
H 2.9655 -1.6304 1.5634 0.0493
H -1.6662 -0.2857 -3.4763 0.0620
H 1.5607 -3.8620 1.6517 0.0564
O -1.2853 -2.0040 2.5306 -0.1437
H 0.4822 -2.4315 -4.0735 0.0913
C -2.2710 4.6023 1.2520 -0.1518
H -3.2287 0.0913 2.8146 0.0621
H 2.8877 -1.2432 -0.9222 0.0395
H -4.8997 -2.8430 -0.8664 0.0805
H 0.2284 1.5239 -0.1444 0.0723
H 4.2483 -1.1238 -2.7702 0.0520
H 1.3610 0.4310 2.1982 0.0142
C 2.6371 0.7902 -2.4686 -0.1262
C -2.4517 0.3868 -3.8345 -0.1659
O 2.8598 4.4056 0.8716 -0.1290
H 0.0458 -4.2509 -2.9235 0.0967
H -3.8484 -0.9804 -3.9168 0.0255
H 1.2197 4.2925 -0.3830 0.0800
O 0.3272 -3.5680 -2.3118 -0.1309
H 0.2750 -3.2696 -0.6536 0.0426
O -1.8624 3.2261 -2.0379 -0.1471

# 3
115
Properties=species:S:1:pos:R:3:lowdin_charge:R:1 method="wB97M-V/def2-TZVPD" homo_energy_ev=-10.02 orbital_gap_ha=0.3355 de_lowest_kj_mol=412.6 total_energy_ev=-80241.912 lumo_ev=-0.89
H 2.4929 2.9163 -1.1026 -0.0375
C -0.5589 -0.6475 -3.4233 -0.0903
C -1.3527 0.8035 0.2005 -0.1394
H 2.9386 -1.0076 5.8748 0.1074
O 2.9080 2.2016 -1.5111 -0.0165
H 0.1962 -3.1279 -0.2899 0.1528
C 1.6065 -3.1144 1.8895 -0.1757
H 1.2999 -1.7785 3.6906 0.0561
O 4.2913 -2.5276 -3.5022 -0.0871
H -2.6572 4.5451 2.5725 -0.0143
H -0.7072 -2.9770 6.3065 0.1021
H -1.1192 2.8976 4.1884 -0.0239
H -4.8139 -1.2289 -2.2140 0.0324
H 3.7345 1.1318 -0.1162 -0.0714
H -2.5855 -2.0057 2.3505 -0.1303
O 0.8747 -6.1965 -0.6540 -0.0482
H 1.3602 0.7073 3.5470 0.0052
C 0.1595 -2.0038 0.0509 -0.0956
H -0.6294 -1.3086 -4.4609 0.1733
H 1.6653 -1.0321 1.4368 0.0847
H 1.9639 -0.2640 -1.5665 0.1064
H -0.1536 -2.4631 3.2326 0.0250
H 1.2374 4.2269 -0.9208 0.0389
C 0.8632 -2.6739 3.3048 -0.0188
H -4.5127 -0.4448 -0.8854 0.0476
O 2.3985 1.1100 -6.3674 0.0384
O 2.5037 -4.6589 6.3480 -0.0208
O -1.8700 3.2446 3.7853 -0.0798
H -1.6046 0.2882 1.0373 0.0678
O -0.0232 2.4523 -5.6013 -0.1462
H 2.3565 -2.3656 0.3049 0.1163
H 3.7503 -0.1496 3.3792 0.0442
H -0.9162 -2.5043 -2.1008 0.1629
O -1.6470 2.8564 -3.4033 0.0882
O -3.8310 1.0780 3.3204 -0.0510
O -5.6520 4.0129 -2.1116 0.3170
H 1.4656 0.4773 -3.6235 0.1446
H 0.0161 -6.2216 -0.1343 0.0840
O 0.4521 1.0766 3.7387 -0.0454
O -4.6967 1.8810 -2.5392 0.2873
H 1.6170 1.5616 -6.1970 -0.0405
O 0.3646 4.5361 -2.7947 -0.0784
H -0.3739 3.0139 -4.8888 0.0024
O 3.0481 0.4515 3.1211 -0.0933
B -4.6111 3.1175 -1.7446 -0.8204
H -0.5236 1.5874 -6.1078 0.1854
H -2.2043 0.6354 -0.3438 0.0839
C 1.3897 -1.0909 -1.9602 -0.0927
H 4.8903 -3.2049 -3.8680 0.0485
H -0.1380 0.3857 3.8416 -0.0562
H -1.1789 2.7344 -0.0488 -0.0573
H 2.6519 -0.3966 7.2899 0.0185
N 0.1512 -1.0057 -1.0543 -0.1836
H 3.6269 0.4896 -4.3307 -0.0264
H 2.6296 -3.1703 2.1760 0.0765
H 2.1426 -3.1118 -5.7315 0.0669
O 0.1776 -3.2435 6.7338 -0.0356
O 2.4135 -0.2202 6.3708 -0.1136
C -0.9435 -1.3581 -2.0839 -0.0557
C -0.0694 0.4115 -0.4568 -0.0563
H 1.9884 -5.3645 6.0107 0.0188
O -1.8994 -0.9272 3.8786 -0.0041
O -3.2305 3.6592 -2.0990 0.3110
H 0.7748 4.6892 -3.5938 -0.0124
H -2.5644 -0.3722 3.6586 -0.0595
O -4.5746 -1.3514 -1.2920 -0.0687
O 4.5335 0.7300 -4.3658 -0.0011
H -2.1469 2.2121 3.6064 0.1005
H 1.5683 -1.2417 -4.0946 0.0859
O 4.0835 0.4816 0.3809 -0.0174
H 3.3390 2.6537 -2.2463 0.0743
H 4.6793 0.0489 -0.2775 0.0976
O -7.4420 4.3468 -0.9380 0.2741
C -1.2024 2.2594 0.6609 -0.0028
H -4.8140 1.0004 3.6493 0.1474
O -3.1355 5.3529 2.3082 -0.0814
H -0.3346 3.7354 -2.6654 0.0959
H -0.3111 2.5210 1.0896 0.0835
H 1.7922 -4.0985 6.4484 -0.0767
H 0.7901 -3.3457 3.9807 -0.0241
C -2.8203 2.9390 -3.0620 -0.4298
O -3.5221 0.7945 -3.9824 0.0462
H 1.5502 -2.2307 -2.0695 0.1774
H -4.0421 1.0560 2.4134 0.0186
H -3.7924 5.5960 2.9827 0.0412
H 3.4338 0.6241 2.1599 0.0808
O -4.6829 2.8731 -0.2625 0.2679
H 2.1484 5.1554 -0.2771 -0.0601
H 3.8098 -2.1604 -4.2835 0.0012
H 1.6805 -6.1941 -0.2526 -0.0323
C 1.0107 -0.6000 -3.3358 -0.1754
O 2.5826 -2.3266 -6.0399 0.0404
C -6.3467 4.0409 -1.0026 -0.5112
H 0.1498 -2.7862 7.5291 0.0145
H 4.7487 -4.5625 2.8475 -0.0517
O -2.8963 -2.5788 1.7897 -0.0045
H -1.8476 -1.3337 -1.8389 0.0235
H 1.3437 -4.1210 1.5679 0.0984
H 6.0114 -5.2315 2.2886 0.1081
O -6.1398 3.5003 1.2531 0.1418
C 1.5246 -1.9827 0.9131 -0.1768
C -5.7058 3.5437 0.0953 -0.4532
H -1.0456 0.2671 -3.6000 0.0470
H -1.8708 2.7265 1.1911 0.0353
H 2.2461 0.8337 -7.1928 -0.0158
H 0.1305 1.1018 -1.2186 0.1072
H -0.7363 -2.1290 0.6570 0.1098
C -3.6555 1.9069 -3.2627 -0.3626
H 0.8416 0.4989 0.3906 0.1976
O 1.7634 4.4214 -0.1000 0.0238
H -3.8852 -2.4600 1.8489 0.0895
H 2.1520 -1.6202 -5.8440 -0.1044
O 5.0763 -4.8444 2.0629 -0.0593
H -2.0346 -1.3555 4.7395 0.0843
H 4.6620 0.3204 -5.1588 -0.0212

# 4
29
Properties=species:S:1:pos:R:3:lowdin_charge:R:1 method="wB97M-V/def2-TZVPD" homo_energy_ev=-3.00 orbital_gap_ha=0.0939 total_energy_ev=-49835.129 total_charge=-1 lumo_ev=-0.44
C 1.5765 -0.1409 -1.5763 -0.1094
C -3.2203 2.3928 0.5621 -0.1342
H 3.0934 -0.9524 -3.5286 0.0592
C -2.8754 1.0486 0.8864 -0.0822
C -2.2732 -1.6941 1.4338 -0.5956
O 0.6259 1.8741 1.2801 -0.1076
C 1.3138 1.4267 0.3344 -0.4879
O -3.7692 0.3333 -1.1711 0.1091
C 0.8377 0.3476 -0.5301 -0.0578
H 4.3573 1.8025 -1.3046 0.0978
C -2.0391 1.7393 3.0541 -0.1463
C -2.2809 0.7386 2.0747 -0.0768
C 3.6468 -0.1591 -3.0181 -0.1075
H 3.8726 0.6320 -3.7442 0.0637
Cl -1.8675 -3.2937 1.8504 0.7628
H 3.0539 2.7194 0.5976 0.0853
H 4.6067 -0.5667 -2.6768 0.0632
H 1.1779 -0.9456 -2.1978 0.0927
C 2.6491 1.9193 -0.0166 -0.0511
O -1.4725 -0.9068 3.5555 0.1234
Cl -3.2767 -2.5722 -0.9044 0.7585
C -2.8737 -1.3839 0.2469 -0.6032
C 3.3645 1.4085 -1.0697 -0.1090
N -3.5093 3.4920 0.2867 0.2041
C -1.9568 -0.6501 2.4582 -0.3356
C 2.8493 0.3748 -1.8720 -0.3469
C -3.2263 0.0231 -0.1147 -0.3529
H -0.1457 -0.0511 -0.3057 0.0666
N -1.8649 2.5586 3.8724 0.2179